{"formula": "C4H10O3P", "method": "ωB97M-V/def2-TZVPD", "elements": ["P", "O", "O", "O", "C", "C", "C", "C", "H", "H", "H", "H", "H", "H", "H", "H", "H", "H"], "positions_angstrom": [[-0.4771, 1.1469, -0.2243], [-3.3588, -0.5792, 0.7541], [-1.2429, 1.6563, 0.9562], [-0.1119, 1.9572, -1.3778], [-2.6910, -1.0610, -0.3988], [2.2101, 1.0000, 0.6728], [1.1277, -0.9601, -0.6872], [1.0425, 0.0759, 0.4412], [-2.3181, -2.1720, -0.3370], [0.7342, -0.5061, 1.3790], [2.1357, -1.4846, -0.7490], [-2.9936, 0.2796, 0.9518], [2.5736, 1.5334, -0.2295], [0.3128, -1.7033, -0.6076], [2.2241, 1.7313, 1.5072], [1.0898, -0.4116, -1.6293], [3.1134, 0.3767, 0.8508], [-3.3704, -0.8795, -1.2726]], "forces_ev_per_a": [[-1.1, -2.4, 3.0], [0.1, -1.2, -0.2], [-0.2, 0.1, -0.1], [0.7, 0.8, -1.6], [0.3, -0.3, -0.4], [2.4, -0.2, -0.4], [1.9, -0.3, -0.2], [-2.4, -0.3, 0.2], [-0.7, 2.1, 0.2], [0.3, 1.3, -1.1], [-1.0, 0.3, 0.4], [0.6, 0.7, 0.2], [-0.9, 0.0, 0.2], [0.4, 0.5, -0.2], [-0.8, -0.5, -0.4], [-0.3, -0.2, -0.2], [-0.3, 0.0, 0.3], [0.9, -0.3, 0.3]], "homo_ha": [-0.0859, -0.1287], "homo_lumo_gap_ha": [0.228, 0.270], "total_charge": -1, "de_lowest_kcal_mol": 54.5}

***

{"formula": "C3H6N2O", "method": "ωB97M-V/def2-TZVPD", "elements": ["O", "N", "N", "C", "C", "C", "H", "H", "H", "H", "H", "H"], "positions_angstrom": [[2.4053, -0.6608, 0.8380], [1.6495, 0.5116, 0.6060], [-1.4863, -0.1853, -0.4406], [-0.2464, -1.0530, 0.0398], [-0.6548, 1.0493, -0.2043], [0.4895, 0.1507, 0.2168], [-1.9305, -0.2852, -1.3601], [3.2402, -0.2999, 1.1514], [-0.4737, 1.5571, -1.1585], [-1.8770, -0.6341, 0.3769], [-1.0819, 1.7655, 0.5030], [-0.0338, -1.9159, -0.5683]], "forces_ev_per_a": [[0.3, -0.1, 0.0], [-0.3, 0.3, 0.0], [0.2, -0.3, -0.2], [0.7, -0.1, -0.6], [0.1, 0.0, 0.1], [0.3, 0.2, -0.1], [0.1, -0.1, 0.6], [0.0, -0.1, 0.0], [-0.1, -0.2, 0.2], [-1.6, 0.9, 0.0], [0.0, -0.2, 0.0], [0.3, -0.1, 0.0]], "homo_ha": -0.2532, "homo_lumo_gap_ha": 0.272, "de_lowest_kcal_mol": 139.1}

***

{"formula": "C11H15NO", "method": "ωB97M-V/def2-TZVPD", "elements": ["O", "N", "C", "C", "C", "C", "C", "C", "C", "C", "C", "C", "C", "H", "H", "H", "H", "H", "H", "H", "H", "H", "H", "H", "H", "H", "H", "H"], "positions_angstrom": [[0.6621, -3.2781, 0.8746], [1.0769, 2.5596, -0.9132], [0.8690, -1.5166, 2.4239], [0.7434, 2.3784, 0.4791], [-1.1060, -0.5501, -2.6213], [-0.4435, 0.7888, -0.7624], [0.3383, 1.6843, -1.7343], [-0.8598, 0.8597, 1.7729], [-0.0349, -2.4678, 1.7525], [0.2400, 1.4521, -3.0531], [-0.1586, 1.3408, 0.5289], [-1.1578, -0.3642, -1.2625], [-0.4420, 0.2960, -3.5556], [-0.0185, 1.2319, 2.5660], [1.6071, -3.2044, 0.7922], [1.6406, 3.4236, -1.2512], [-1.7363, 1.3266, 1.7765], [0.8106, -0.5287, 1.8890], [-0.8433, -0.2493, 1.8192], [-1.6454, -1.4799, -2.9361], [0.6828, -1.3593, 3.4454], [-0.7559, -1.9661, 1.0184], [1.9148, -1.6033, 2.2000], [0.6779, 2.2864, -3.8106], [-1.7804, -0.9295, -0.5659], [-0.6868, 0.1018, -4.5559], [1.1874, 2.8132, 1.3681], [-0.7817, -3.0460, 2.3152]], "forces_ev_per_a": [[-0.2, -2.4, -1.3], [0.8, 2.1, 0.1], [0.5, 2.6, -1.4], [-1.0, -1.8, -2.5], [-0.4, -1.4, -0.8], [1.5, 1.2, -2.3], [-1.1, -1.8, 5.2], [6.8, -0.9, 0.9], [-1.6, 0.3, -2.3], [0.5, 1.1, -4.8], [-0.4, -0.4, 0.1], [1.2, 2.9, 1.3], [-0.4, 1.0, 3.4], [-2.8, -0.8, -0.9], [0.2, 0.6, 0.6], [-1.6, -2.4, 0.7], [-3.8, 1.7, 0.9], [-0.1, -0.9, 0.9], [-0.9, 1.3, 0.0], [0.5, 1.1, -0.3], [0.0, 0.2, 1.4], [0.7, 0.2, 1.2], [0.7, -1.4, 0.4], [-0.9, -2.3, 1.7], [0.3, -0.1, -0.5], [0.4, 0.1, -1.4], [0.2, 0.5, -0.7], [0.9, -0.2, 0.7]], "homo_ha": -0.2871, "homo_lumo_gap_ha": 0.319, "smiles": "Cc1c[nH]c2ccccc12.CCO", "de_lowest_kcal_mol": 73.7}

***

{"formula": "C6H10S", "method": "ωB97M-V/def2-TZVPD", "elements": ["S", "C", "C", "C", "C", "C", "C", "H", "H", "H", "H", "H", "H", "H", "H", "H", "H"], "positions_angstrom": [[1.2610, -0.9016, 0.3729], [-1.1098, 0.6552, 1.3368], [-0.2748, -0.9415, -0.5361], [0.0243, 1.3744, -0.7803], [1.4267, 0.8807, -0.2333], [-0.9268, 0.3670, -0.1587], [-1.7804, -0.8129, -0.5373], [2.1518, 0.8973, -1.0368], [-0.2329, 1.1495, 1.7545], [-2.1980, -0.9711, -1.5441], [-2.3996, -1.1948, 0.2519], [-1.9769, 1.3375, 1.4564], [1.7726, 1.4909, 0.6095], [-1.2928, -0.2676, 1.8903], [-0.1521, 2.4264, -0.4544], [-0.0110, 1.3403, -1.8612], [0.0083, -0.9201, -1.5793]], "forces_ev_per_a": [[-0.1, 0.1, 0.0], [-0.2, 0.2, -0.3], [0.2, -0.1, 0.1], [-0.2, 0.5, 0.5], [-0.3, 0.0, 0.1], [-0.2, 0.2, 0.4], [-0.2, -0.1, -0.9], [0.3, 0.1, 0.0], [0.0, -0.1, 0.1], [0.2, 0.1, 0.6], [-0.2, 0.0, 0.2], [0.4, -0.4, 0.0], [0.0, -0.1, -0.3], [0.0, 0.2, 0.1], [0.1, -0.7, -0.2], [0.1, 0.0, -0.2], [0.1, 0.0, -0.2]], "homo_ha": -0.3067, "homo_lumo_gap_ha": 0.342, "smiles": "C[C@@]12CCS[C@H]1C2", "de_lowest_kcal_mol": 67.6}